No. 1
{
  "formula": "C32H32NO",
  "method": "ωB97M-V with the def2-TZVPD basis set",
  "charge": 1,
  "homo_lumo_gap_ha": 0.187,
  "elements": ["H", "C", "H", "C", "O", "C", "C", "H", "H", "C", "H", "C", "C", "C", "H", "H", "C", "H", "H", "H", "C", "H", "C", "C", "C", "H", "C", "C", "C", "C", "C", "H", "C", "H", "H", "H", "C", "H", "H", "N", "H", "C", "H", "H", "H", "C", "C", "H", "H", "H", "C", "C", "H", "H", "C", "H", "H", "H", "C", "H", "C", "C", "H", "C", "C", "C"],
  "xyz": [[-3.266, 1.444, -1.260], [3.769, -3.203, 2.735], [-0.602, 3.692, -4.705], [2.592, -2.868, 3.419], [-2.408, 2.819, 4.266], [-0.268, 3.282, -3.750], [-4.410, -0.235, -2.100], [-0.704, 3.859, 2.661], [-2.588, 1.471, 5.888], [0.304, 2.075, 1.999], [4.482, -2.845, -3.051], [-1.682, 0.656, 3.380], [1.719, -2.528, -1.092], [0.664, 3.983, -2.971], [-3.059, 1.203, -2.991], [3.590, -0.691, -3.958], [0.586, 2.228, -1.330], [-5.006, -0.013, -2.988], [3.734, -0.743, 0.376], [-0.788, -1.122, 2.601], [-0.347, 1.507, -2.087], [1.825, 3.962, -1.131], [1.334, -0.046, 1.232], [0.309, 0.652, 1.965], [1.095, 3.447, -1.752], [-1.774, -2.291, -2.170], [2.147, -1.079, 1.822], [-0.780, 0.188, -1.570], [0.107, -0.683, -0.866], [1.808, -1.797, 3.002], [-1.623, 2.070, 3.448], [0.881, 1.805, -0.375], [1.912, -0.640, -2.615], [-0.334, -1.272, -0.064], [-3.604, 2.951, 5.874], [0.948, -1.495, 3.597], [-0.762, 2.047, -3.328], [-2.442, 0.112, 3.947], [-4.488, -2.343, -1.482], [-2.047, -0.221, -1.785], [-2.390, -1.910, -0.553], [-2.443, -1.615, -1.614], [1.506, 0.283, -3.031], [-3.902, -2.078, -3.132], [1.062, 4.938, -3.315], [3.074, -1.200, -3.140], [3.399, -1.371, 1.207], [3.241, -4.035, -1.240], [-1.453, 1.495, -3.971], [1.162, -3.047, -0.308], [3.568, -2.413, -2.643], [4.177, -2.432, 1.636], [-5.030, -0.051, -1.219], [-4.017, 1.576, 4.796], [1.242, -1.265, -1.530], [4.372, -4.055, 3.053], [1.112, 2.625, 1.512], [5.106, -2.665, 1.109], [-3.894, -1.678, -2.111], [1.896, 0.537, 0.501], [-3.200, 2.141, 5.266], [2.873, -3.082, -1.627], [2.295, -3.445, 4.299], [-0.735, -0.032, 2.638], [-3.172, 0.671, -2.041], [-0.675, 2.771, 2.665]]
}



No. 2
{
  "formula": "C32H33BrCl4CrGe2IO4Se2",
  "method": "ωB97M-V with the def2-TZVPD basis set",
  "multiplicity": 6,
  "charge": -2,
  "homo_lumo_gap_ha": [0.173, 0.218],
  "elements": ["C", "Cl", "Br", "H", "C", "C", "I", "H", "C", "C", "H", "H", "O", "H", "C", "C", "O", "C", "H", "H", "H", "C", "Cr", "H", "C", "H", "C", "H", "H", "H", "C", "H", "C", "H", "C", "H", "Se", "H", "C", "H", "Cl", "C", "H", "H", "H", "C", "H", "C", "Se", "C", "Ge", "C", "H", "C", "Ge", "Cl", "H", "H", "O", "C", "O", "H", "H", "C", "C", "C", "C", "H", "H", "H", "H", "H", "C", "C", "C", "C", "H", "Cl", "C", "C"],
  "xyz": [[0.628, 3.969, 2.691], [0.574, -4.238, -0.783], [-0.221, -3.661, -7.182], [-0.041, 3.637, -0.146], [1.783, -5.013, -5.741], [2.756, -1.223, 3.940], [0.095, -1.114, -4.675], [-2.622, 1.954, 3.164], [-2.807, -2.329, 0.242], [1.756, -3.167, 2.953], [-1.480, 2.780, -3.432], [-3.475, 3.090, -1.234], [0.401, -1.291, -0.954], [-2.315, -3.273, 0.483], [-1.545, 3.994, -1.634], [0.565, 2.647, 2.273], [0.424, 5.406, -1.117], [-0.845, 3.503, -2.916], [1.419, 2.204, 1.769], [-2.514, 4.303, 3.900], [1.770, -4.231, 2.745], [-0.599, 1.891, 2.450], [0.417, 0.760, -1.086], [3.572, -3.205, 4.101], [3.810, -1.254, 0.165], [-2.269, -1.874, -0.590], [-1.703, 2.513, 3.038], [-2.381, 3.081, 0.146], [-1.956, -2.834, 3.505], [1.765, 0.636, 3.584], [4.087, -2.624, 0.282], [-3.014, 5.508, -1.146], [2.573, -0.794, -0.274], [-1.789, 6.021, -2.327], [1.748, -0.433, 3.407], [-0.432, 5.605, 3.591], [-2.134, 1.015, -1.272], [-3.837, -2.529, -0.061], [-4.376, -0.009, 1.758], [-4.435, 0.639, 2.633], [5.638, -3.146, 0.872], [-2.434, 5.190, -2.019], [1.018, 4.842, -1.648], [-1.082, 5.023, 0.198], [1.533, 4.541, 2.523], [3.113, -3.548, -0.036], [-2.956, 4.302, -3.660], [0.755, -2.371, 2.420], [0.933, 2.650, -2.726], [2.766, -2.592, 3.714], [-0.656, 0.071, 1.717], [2.883, -4.252, -3.748], [-4.355, 0.602, 0.856], [1.854, -3.109, -0.463], [-2.766, -1.128, 1.789], [5.000, -0.069, 0.605], [2.256, -2.342, -3.009], [-3.729, -2.898, 3.412], [2.254, 0.467, -0.378], [1.195, -2.875, -4.788], [-3.389, 4.898, -3.038], [3.581, -4.410, -2.936], [-5.259, -0.651, 1.746], [-2.437, 2.938, -0.936], [1.027, -3.849, -5.767], [0.726, -0.989, 2.635], [-1.644, 3.836, 3.452], [3.282, -6.133, -4.701], [3.553, -0.765, 4.514], [-2.924, -1.594, 4.308], [-0.002, -2.826, 1.786], [-0.663, 4.353, -3.579], [-0.476, 4.567, 3.283], [-0.539, 4.501, -0.597], [2.707, -5.216, -4.728], [1.557, -1.751, -0.590], [1.631, -5.757, -6.512], [3.424, -5.250, 0.139], [2.135, -3.085, -3.785], [-2.863, -2.233, 3.425]]
}



No. 3
{
  "formula": "C32H33BrCl4CrGe2IO4Se2",
  "method": "ωB97M-V with the def2-TZVPD basis set",
  "multiplicity": 6,
  "charge": -2,
  "homo_lumo_gap_ha": [0.210, 0.170],
  "elements": ["H", "O", "H", "H", "H", "O", "C", "C", "Cr", "Br", "H", "O", "C", "C", "C", "H", "H", "Ge", "Se", "H", "C", "C", "H", "O", "H", "H", "H", "C", "C", "C", "C", "Cl", "H", "H", "H", "C", "H", "H", "I", "C", "C", "H", "H", "C", "C", "C", "Cl", "C", "Ge", "H", "C", "H", "H", "C", "H", "C", "C", "H", "H", "C", "Cl", "Se", "H", "H", "Cl", "C", "H", "H", "C", "C", "H", "C", "C", "H", "C", "C", "H", "H", "C", "C"],
  "xyz": [[4.460, 0.786, -4.135], [-0.903, -2.984, 1.754], [-1.875, -4.152, -4.455], [-4.355, 1.476, 0.787], [2.924, 4.416, 3.828], [1.241, -1.521, 2.092], [1.782, 4.253, 2.012], [0.208, -4.295, 4.903], [-0.209, -1.305, 0.638], [-2.301, 3.281, 4.978], [-6.084, 5.120, 2.283], [-2.258, -5.471, -2.979], [-3.541, 3.275, 3.526], [1.308, 3.397, 1.022], [4.241, 0.439, -3.131], [-0.278, -2.522, -4.519], [-1.634, 3.246, 0.011], [-0.281, 2.165, -1.916], [1.122, -3.097, -0.472], [-4.477, 5.101, 4.169], [2.837, 2.396, 3.087], [2.353, 1.552, 2.098], [1.536, 5.308, 1.975], [0.512, -1.396, -3.021], [1.444, -1.385, -2.778], [-2.345, 3.659, -1.568], [-2.900, -3.274, -2.039], [-3.527, 2.282, 2.588], [1.365, -3.480, 5.095], [0.146, -2.663, -3.513], [3.641, -0.444, -0.581], [3.135, -1.563, 4.347], [-6.035, 3.310, 0.588], [-1.622, 0.526, -3.289], [-0.187, 0.995, -4.204], [-0.249, -3.159, 2.805], [-1.566, 2.123, -4.093], [-1.916, -5.661, -2.098], [-1.601, 0.412, 2.281], [-4.467, 4.310, 3.428], [-0.890, -3.401, -2.666], [2.321, 1.364, -3.098], [0.158, -5.024, -1.683], [3.026, 0.766, -2.533], [-5.338, 3.296, 1.419], [-1.862, 2.869, -0.986], [-1.953, -5.124, 3.495], [1.582, 2.028, 1.029], [0.922, 0.717, -0.351], [1.172, 4.332, -1.815], [-0.983, 1.365, -3.560], [-0.465, -5.098, -3.945], [3.420, 1.984, 3.904], [-1.349, -4.555, -3.586], [5.569, -1.377, -0.609], [-0.568, -4.149, 3.788], [0.705, 3.739, -2.602], [1.014, -3.327, -3.615], [2.555, 0.490, 2.178], [-0.292, -4.061, -1.411], [-0.205, -5.473, 6.102], [-2.152, -1.194, -0.913], [1.489, 3.433, -3.297], [-2.473, -2.075, -3.254], [2.320, -3.698, 6.518], [2.558, 3.757, 3.049], [-2.554, 2.033, -0.869], [6.118, -0.584, -2.896], [5.171, -0.324, -2.439], [-5.365, 4.313, 2.369], [-1.080, -4.249, -0.678], [2.691, 0.341, -1.246], [4.862, -0.764, -1.157], [3.412, -0.826, 0.409], [1.726, -2.538, 4.169], [0.938, -2.335, 3.000], [0.689, 3.823, 0.240], [-0.002, 4.371, -3.146], [-4.406, 2.269, 1.525], [-2.126, -2.567, -2.339]]
}



No. 4
{
  "formula": "C32H33Cl2F4N8O2V",
  "method": "ωB97M-V with the def2-TZVPD basis set",
  "multiplicity": 4,
  "charge": -1,
  "homo_lumo_gap_ha": [0.201, 0.237],
  "elements": ["H", "C", "H", "F", "C", "O", "H", "N", "F", "C", "H", "H", "C", "N", "H", "C", "Cl", "H", "H", "C", "C", "C", "C", "C", "H", "H", "N", "C", "H", "C", "C", "H", "C", "C", "H", "C", "C", "H", "C", "H", "C", "H", "F", "C", "N", "H", "H", "F", "C", "H", "H", "N", "H", "H", "H", "H", "C", "C", "N", "C", "N", "H", "C", "C", "C", "C", "N", "Cl", "C", "H", "C", "H", "H", "H", "O", "V", "H", "C", "H", "H", "H", "C"],
  "xyz": [[3.355, 0.522, 4.825], [-0.974, -1.571, 2.838], [-5.195, 0.512, -1.587], [0.083, 2.824, -5.886], [-0.167, -1.975, -2.550], [-4.989, -0.788, 0.567], [-2.764, 1.371, 2.573], [2.110, -0.179, 2.586], [-1.366, 3.029, -3.715], [-2.979, -1.919, 4.079], [-1.173, 1.294, 3.347], [-1.507, -0.755, -4.632], [-1.507, 2.684, -1.013], [-1.025, -1.175, -1.927], [-1.017, 3.659, -1.150], [3.902, -0.161, 4.168], [-6.017, 1.052, -4.248], [0.676, 2.390, 2.282], [4.052, -0.728, 0.755], [-3.482, 0.060, -4.469], [1.258, 0.813, -2.570], [-3.203, -0.245, -1.733], [0.084, 1.594, -2.438], [-2.144, -0.647, -2.590], [-1.972, 2.867, 3.097], [4.974, 1.727, 2.506], [0.880, -2.310, -0.323], [-2.300, -0.470, -3.961], [1.724, -3.664, -3.253], [0.873, -2.601, -1.626], [2.688, -3.852, -0.011], [2.174, 1.253, -5.805], [-1.592, -1.944, 4.017], [-2.993, -1.151, 1.816], [-2.366, 2.677, -1.691], [-3.752, -0.731, 0.571], [-1.801, 1.870, 2.663], [5.387, -0.725, 1.910], [1.782, -3.495, -2.188], [4.072, -1.905, 2.076], [-4.523, 0.406, -3.628], [1.742, -2.674, 1.513], [1.721, 0.167, -1.465], [-2.082, 2.591, 0.405], [-1.649, -1.180, 1.754], [3.343, 2.247, 2.956], [-0.992, -2.254, 4.863], [3.078, -0.092, -3.725], [-0.248, 2.274, -3.639], [-0.227, 3.820, 1.740], [0.107, -1.571, 2.753], [-1.158, 1.960, 1.358], [1.663, -0.750, 0.725], [1.964, 0.848, 0.829], [4.969, -0.008, 4.341], [0.595, 2.771, 0.548], [2.701, -4.126, -1.372], [3.553, 0.097, 2.706], [-0.570, 1.600, -1.260], [3.910, 1.543, 2.341], [1.539, 0.064, 1.313], [3.708, 1.761, 1.291], [1.764, -2.934, 0.456], [4.311, -0.874, 1.805], [-4.387, 0.250, -2.253], [1.621, 1.358, -4.885], [-2.902, -0.390, -0.383], [-3.615, 0.270, -6.192], [0.497, 2.153, -4.794], [3.419, -4.823, -1.788], [1.978, 0.688, -3.729], [3.643, -1.184, 4.443], [-3.495, -2.209, 4.986], [1.610, 0.396, 3.256], [-0.115, -2.311, -3.742], [-0.894, -0.147, -0.035], [3.382, -4.323, 0.673], [0.043, 2.783, 1.486], [-4.766, -1.479, 2.925], [-2.350, 3.601, 0.759], [-2.992, 1.995, 0.395], [-3.686, -1.522, 2.960]]
}



No. 5
{
  "formula": "C32H33Cl2N2O5TeTi",
  "method": "ωB97M-V with the def2-TZVPD basis set",
  "multiplicity": 2,
  "charge": 2,
  "homo_lumo_gap_ha": [0.224, 0.182],
  "elements": ["H", "H", "C", "H", "C", "C", "O", "O", "H", "H", "Te", "C", "H", "C", "H", "H", "C", "C", "H", "Ti", "H", "H", "H", "C", "H", "H", "C", "N", "C", "H", "H", "H", "C", "Cl", "C", "H", "H", "C", "H", "H", "C", "C", "C", "C", "H", "H", "C", "H", "H", "C", "H", "O", "C", "Cl", "C", "C", "C", "C", "C", "C", "H", "H", "C", "C", "C", "O", "H", "O", "H", "H", "C", "H", "H", "C", "C", "N"],
  "xyz": [[-1.627, -2.405, 0.824], [3.284, -8.022, 1.892], [-1.180, -0.457, 4.905], [-1.191, 0.265, -3.174], [-3.449, 5.290, -1.292], [-2.508, 6.809, -2.921], [-0.852, 3.071, -0.126], [-3.033, 2.639, -0.158], [1.934, -2.770, 3.674], [2.774, -8.198, 0.202], [1.105, -1.635, 0.774], [-3.526, 6.434, -2.037], [3.392, -3.764, 3.744], [2.140, -4.183, 2.059], [0.677, -6.718, -0.483], [-0.331, 5.545, 0.788], [-1.294, 4.863, -2.356], [-1.227, -1.653, 2.794], [-0.469, 4.189, -2.539], [0.744, 2.540, -0.146], [2.866, 1.319, 0.957], [-3.025, -2.398, 1.899], [3.292, -2.432, 2.592], [1.099, -6.008, 0.220], [-1.371, -1.659, -4.726], [-4.228, 4.994, -0.604], [0.695, -4.680, 0.150], [2.833, 2.199, 0.447], [2.020, -6.443, 1.166], [-1.638, -0.250, 5.863], [2.699, -1.086, -1.983], [3.381, 2.866, 0.981], [-0.332, -4.277, -0.875], [0.770, 3.897, 2.083], [2.462, -7.876, 1.195], [-1.765, -3.618, 2.107], [-0.650, 6.299, -3.853], [-2.152, 3.327, -0.565], [-4.825, 8.311, -3.875], [1.165, 6.184, 1.568], [-1.952, -2.573, 1.850], [-0.398, -0.470, -3.238], [0.611, -0.160, 3.348], [0.011, -1.082, 2.491], [-2.747, -1.780, 4.289], [1.639, -8.524, 1.499], [1.242, -3.780, 1.061], [0.494, 0.846, 5.238], [3.341, 2.041, -0.422], [-1.798, -1.329, 4.024], [1.569, 0.282, 3.084], [1.103, 2.004, -1.827], [-2.286, 4.511, -1.443], [1.620, 4.986, -0.424], [-0.493, -1.549, -4.103], [-4.128, 8.337, -3.034], [2.516, -5.520, 2.081], [1.676, -2.322, -3.409], [0.019, 0.152, 4.557], [1.781, -1.251, -2.535], [3.235, -5.835, 2.829], [-0.331, -3.197, -1.038], [0.776, 0.754, -1.430], [2.720, -3.232, 3.074], [0.705, 5.349, 1.052], [-4.505, 7.368, -2.058], [0.445, -3.325, -4.849], [-2.817, 7.987, -3.493], [2.493, -3.026, -3.493], [-1.330, -4.572, -0.546], [0.531, -2.481, -4.178], [-0.146, -4.771, -1.827], [-4.112, 9.330, -2.586], [-1.395, 6.025, -3.118], [0.732, -0.335, -2.438], [0.518, 0.633, -0.162]]
}



What are the E values for these records? In order: -1368.27110, -16253.95104, -16253.88469, -4091.74529, -3762.28127 hartree.
What are the M values for these records? In order: 446.61, 1185.37, 1185.37, 759.51, 772.00 g mol⁻¹.
What are the relative energy (zero: lowest compared OMol25 entry of this formula, charge and spin) values for these records? In order: 121.00, 0.00, 174.20, 66.38, 273.82 kJ/mol.